{"formula": "C51H34ClErN3PS3", "method": "the ωB97M-V functional and the def2-TZVPD basis", "e_above_lowest_kj_mol": 116.75, "e_tot_ev": -139835.505, "homo_energy_ev": [-12.6132, -12.6131], "charge": 2, "multiplicity": 4, "species": ["H", "Cl", "C", "S", "C", "C", "C", "H", "N", "C", "C", "C", "H", "H", "C", "C", "C", "H", "H", "H", "C", "C", "H", "H", "S", "C", "C", "P", "H", "C", "H", "H", "C", "C", "C", "H", "C", "C", "C", "H", "C", "C", "C", "H", "C", "C", "N", "C", "C", "C", "H", "C", "H", "C", "H", "H", "C", "H", "C", "C", "C", "C", "N", "H", "C", "C", "H", "C", "H", "H", "C", "H", "H", "H", "H", "C", "Er", "S", "C", "C", "C", "H", "C", "C", "H", "C", "H", "C", "C", "H", "H", "C", "H", "C"], "positions_angstrom": [[15.69805, 7.63195, 13.60534], [11.06583, 10.38233, 15.18697], [9.17569, 14.08821, 10.29055], [11.54618, 16.95417, 17.59343], [17.93066, 13.70381, 14.42684], [16.12269, 12.13690, 14.08846], [14.82363, 8.15149, 13.93615], [15.12900, 11.40941, 11.18681], [11.82026, 13.02811, 12.72924], [10.37655, 13.54339, 10.78240], [12.47915, 8.48507, 13.85804], [17.34884, 14.08511, 15.65008], [10.26682, 11.24493, 20.28751], [11.53640, 15.38447, 20.01944], [14.98070, 9.27953, 14.70617], [11.83064, 17.31284, 15.90993], [14.39868, 11.02247, 17.77312], [11.08566, 12.60398, 8.91964], [12.33215, 17.44109, 12.07145], [16.25802, 11.38606, 20.52269], [12.22201, 17.38106, 13.13051], [15.57503, 12.46999, 15.34795], [11.49962, 19.35298, 13.21079], [15.98725, 9.22475, 9.97614], [12.88159, 10.28566, 8.54620], [13.53149, 9.98612, 18.16707], [10.80018, 13.39205, 20.30301], [14.12577, 11.61923, 16.07126], [14.43475, 8.38484, 8.19772], [15.48062, 10.95116, 19.92865], [13.64582, 12.10775, 12.28502], [10.48042, 13.55556, 21.30312], [8.54984, 14.77127, 12.56759], [8.88014, 14.41308, 15.26377], [7.72451, 15.48248, 13.46871], [7.40431, 15.14740, 10.76122], [14.57874, 10.91977, 10.39859], [13.35547, 11.29792, 9.88839], [12.65821, 12.40076, 11.92673], [15.65967, 13.90466, 16.93248], [13.56992, 7.69111, 13.51447], [12.35582, 16.18734, 15.19219], [9.58722, 13.97657, 13.08205], [13.48381, 6.84084, 12.86077], [15.08915, 9.77454, 9.74432], [11.30358, 12.81306, 9.98348], [12.28834, 15.03293, 15.99276], [16.17417, 13.53565, 16.07338], [8.29364, 14.69706, 11.15348], [6.46807, 18.09598, 17.24108], [11.15095, 19.36915, 15.78673], [10.59033, 13.50397, 12.20820], [7.15903, 17.26899, 19.10313], [7.06462, 17.16962, 18.00735], [8.20156, 15.27952, 17.61714], [11.46089, 8.17861, 13.55772], [13.86579, 10.11152, 15.06446], [6.87102, 16.05689, 13.06810], [11.37450, 14.42100, 19.53796], [11.90096, 15.27293, 17.26447], [11.65143, 14.24438, 18.18552], [17.29117, 12.75445, 13.64637], [9.72525, 13.81923, 14.42524], [15.65133, 11.35841, 13.44430], [12.43855, 12.20499, 10.54094], [11.67552, 18.47829, 13.82193], [17.79481, 14.80633, 16.29827], [7.42873, 16.26391, 15.88768], [15.97292, 9.52657, 15.11635], [13.29338, 15.52785, 13.34764], [14.55576, 9.96985, 20.36256], [9.01756, 14.18702, 16.30108], [6.06935, 19.02103, 17.56770], [13.02625, 8.63367, 19.73855], [14.52097, 9.61277, 21.39473], [8.02656, 15.42910, 14.85744], [11.73647, 13.03242, 15.18572], [6.47415, 17.65873, 15.58902], [11.49031, 18.46895, 15.22030], [12.68053, 16.29057, 13.84344], [13.65431, 9.44778, 19.44087], [10.92172, 10.88368, 17.96926], [7.64336, 16.10186, 17.23271], [12.60850, 9.67327, 14.62812], [17.62663, 12.51739, 12.66150], [15.41917, 11.45855, 18.63038], [18.83177, 14.22288, 14.05766], [11.48078, 12.93592, 17.61005], [10.67528, 12.10100, 19.73121], [8.88924, 13.96812, 9.28431], [16.11807, 12.19533, 18.27438], [14.25213, 9.32001, 8.72998], [12.86343, 9.53346, 17.45357], [10.98814, 11.90007, 18.40465]], "atomic_forces_ev_per_a": [[0.420, -0.401, 0.119], [0.426, -0.283, -0.263], [-1.292, 0.739, 1.703], [0.172, -0.788, -0.675], [0.112, 0.539, 0.216], [-0.508, -0.514, 0.410], [-0.148, -0.288, -0.325], [-0.136, 0.105, 0.067], [-1.632, -0.048, -0.406], [1.139, -1.433, 1.548], [-1.115, 0.070, 0.188], [0.543, -0.060, -0.756], [0.183, 0.630, 0.048], [-0.078, -0.041, -0.062], [-0.669, 0.778, 0.721], [0.159, -0.398, -1.178], [0.255, -0.669, -0.238], [0.090, 0.516, 0.607], [0.301, 0.041, -0.501], [0.132, -0.209, 0.720], [0.065, 0.702, 1.404], [0.695, -0.066, -0.318], [-0.391, 0.170, 0.338], [0.166, 0.237, 0.162], [-0.089, 0.380, 0.664], [1.102, 0.232, 0.214], [0.845, -0.705, -1.571], [-0.637, 0.493, -0.609], [-0.283, 0.589, -0.186], [-0.778, -0.247, -0.444], [-0.519, -0.070, 0.540], [0.013, 0.198, 0.675], [-0.926, -0.571, -0.226], [1.351, 0.324, -0.921], [0.502, -0.059, 0.798], [-0.370, 0.163, -0.082], [0.040, -0.647, -0.694], [0.286, -0.424, -0.399], [-0.005, 0.972, -0.438], [-0.011, 0.183, 0.682], [0.109, 1.903, 0.332], [-1.224, 0.918, 1.869], [0.205, 1.392, 0.667], [-0.181, -0.211, 0.093], [-0.826, -0.496, -1.023], [0.507, -0.709, -0.069], [0.680, 0.850, 0.870], [-1.040, -1.486, -0.779], [1.095, -0.123, -0.419], [-0.099, -0.281, -0.672], [0.192, -0.826, -0.765], [1.990, -0.720, -1.614], [-0.063, -0.159, -0.805], [1.094, -1.104, 1.007], [0.196, -0.226, 0.559], [0.665, 0.202, 0.192], [0.676, -0.892, -0.147], [0.645, -0.131, 0.378], [-0.759, 0.157, 1.009], [0.668, 1.835, -1.884], [-0.720, -3.126, 0.863], [-0.614, 0.348, 0.300], [-0.812, -0.464, -0.084], [0.462, 0.668, 0.696], [-1.361, 0.854, 0.096], [0.086, -0.256, 0.307], [0.413, 0.559, 0.012], [-0.190, -0.092, 0.441], [-0.554, 0.013, -0.427], [-0.524, 0.010, 0.164], [0.709, 0.740, -0.320], [0.085, -0.165, 0.395], [-0.547, 0.572, 0.097], [-0.335, -0.293, 0.087], [0.317, 0.097, -0.394], [-1.661, 0.049, -1.438], [0.985, -0.544, 0.904], [0.190, 0.373, -0.372], [0.346, 0.960, -0.288], [0.024, -0.935, -0.313], [0.030, 0.508, 0.038], [-0.199, 0.701, 0.414], [-0.665, 1.120, 0.070], [0.847, -1.386, -0.434], [0.461, -0.121, -0.429], [-1.082, -0.457, -0.194], [-0.507, -0.485, 0.330], [-0.402, 0.628, -1.098], [-0.632, 0.384, 0.730], [-0.016, 0.017, -1.154], [0.221, 0.086, 0.172], [1.282, -0.282, 0.992], [-0.284, 0.018, -0.024], [0.709, -0.135, -0.468]], "lowdin_charge": [0.113, 0.732, 0.006, 1.171, -0.042, -0.107, -0.055, 0.093, 0.009, -0.112, -0.083, -0.061, 0.120, 0.109, -0.069, -0.448, -0.333, 0.137, 0.107, 0.105, -0.061, -0.342, 0.111, 0.107, 1.086, -0.109, -0.033, 1.032, 0.087, -0.043, 0.103, 0.100, -0.116, -0.038, 0.102, 0.122, -0.118, -0.479, -0.058, 0.099, -0.027, -0.280, -0.171, 0.119, -0.155, 0.081, -0.084, -0.112, 0.028, -0.386, 0.133, -0.114, 0.126, -0.156, 0.096, 0.119, -0.383, 0.141, -0.037, -0.510, -0.309, -0.072, -0.012, 0.087, -0.187, -0.051, 0.110, -0.504, 0.133, 0.115, -0.040, 0.110, 0.073, 0.109, 0.117, -0.164, 1.194, 1.082, -0.063, -0.039, -0.066, 0.066, -0.100, -0.577, 0.103, -0.067, 0.126, -0.215, -0.054, 0.116, 0.087, -0.402, 0.087, -0.168]}